This record from the OMol25 dataset describes 9 unconnected molecules or ions with the total composition C81H171N9O9 in a non-equilibrium geometry. The level of theory is ωB97M-V/def2-TZVPD.

Each atom is followed by the atoms it is bonded to, with distances in Å.
CARTESIAN COORDINATES (ANGSTROEM)
1 O -0.778 2.312 8.693  N17 1.416, H166 0.967
2 O 3.917 -4.502 4.241  N13 1.412, H193 0.955
3 O -3.987 -3.227 -1.530  N11 1.442, H254 0.989
4 O 4.365 -1.899 1.104  N12 1.407, H121 0.956
5 O 3.844 3.540 -5.336  N14 1.395, H207 0.934
6 O 0.557 -2.798 -6.411  N18 1.472, H211 0.962
7 O -1.195 -2.109 -0.211  N16 1.411, H242 0.989
8 O 0.201 6.570 -0.128  N10 1.428, H190 0.982
9 O -5.505 2.059 -5.754  N15 1.438, H198 0.972
10 N -0.776 5.688 0.425  O8 1.428, C61 1.465, C78 1.481
11 N -4.819 -3.320 -0.356  O3 1.442, C65 1.478, C84 1.545
12 N 5.718 -2.159 1.391  O4 1.407, C64 1.503, C82 1.498
13 N 2.704 -4.078 3.656  O2 1.412, C93 1.514, C99 1.468
14 N 2.585 3.709 -4.760  O5 1.395, C33 1.531, C97 1.502
15 N -5.535 1.908 -4.324  O9 1.438, C53 1.477, C59 1.485
16 N -0.492 -1.272 0.681  O7 1.411, C75 1.526, C96 1.461
17 N -0.236 2.878 7.514  O1 1.416, C72 1.441, C98 1.437
18 N 1.055 -4.090 -5.910  O6 1.472, C41 1.497, C69 1.472
19 C 3.132 -5.627 -4.746  C35 1.484, C67 1.495, H103 1.111, H133 1.084
20 C 7.859 -1.089 1.771  C64 1.535, C94 1.578, H106 1.093, H109 1.095
21 C 1.414 3.063 5.222  C36 1.580, C54 1.563, H115 1.065, H142 1.047
22 C 2.163 -2.752 -4.162  C41 1.526, H161 1.084, H186 1.110, H231 1.099
23 C 0.666 -2.749 4.151  C57 1.554, C99 1.507, H122 1.102, H199 1.106
24 C 2.964 1.457 -3.733  C97 1.509, H119 1.119, H189 1.064, H233 1.119
25 C -7.134 -4.654 0.903  C40 1.527, C63 1.497, H144 1.117, H253 1.108
26 C -5.284 3.091 -1.799  C83 1.518, C95 1.541, H158 1.107, H250 1.080
27 C -3.058 5.236 0.547  C61 1.503, C90 1.577, H156 1.128, H227 1.089
28 C 0.886 5.046 2.045  C78 1.543, H201 1.076, H219 1.107, H257 1.060
29 C 1.399 0.245 0.738  C80 1.502, C96 1.526, H143 1.094, H165 1.044
30 C 1.334 4.948 -3.009  C33 1.519, C73 1.542, H205 1.111, H264 1.102
31 C -3.437 3.303 -4.282  C59 1.534, H116 1.121, H124 1.110, H128 1.116
32 C -4.702 -5.911 -0.712  C65 1.511, H100 1.080, H255 1.115, H270 1.093
33 C 2.667 4.836 -3.727  N14 1.531, C30 1.519, C60 1.490, C89 1.470
34 C -1.526 4.842 2.585  C78 1.513, C90 1.551, H112 1.103, H260 1.174
35 C 2.711 -5.752 -6.163  C19 1.484, C69 1.479, H174 1.066, H184 1.098
36 C -0.121 2.703 5.120  C21 1.580, C72 1.513, H188 1.091, H221 1.108
37 C -7.891 2.165 -4.446  C53 1.523, H107 1.078, H160 1.072, H225 1.115
38 C 2.089 2.310 8.282  C98 1.481, H164 1.058, H222 1.079, H235 1.094
39 C 1.916 -3.563 6.038  C99 1.559, H147 1.112, H176 1.121, H217 1.053
40 C -7.149 -3.210 0.409  C25 1.527, C84 1.543, H175 1.111, H202 1.104
41 C 1.240 -3.936 -4.432  N18 1.497, C22 1.526, C67 1.577, C77 1.550
42 C 2.937 -1.773 4.492  C99 1.588, H110 1.126, H139 1.077, H150 1.090
43 C -1.929 5.968 -1.504  C61 1.448, H187 1.094, H203 1.138, H232 1.101
44 C 0.542 -4.938 2.849  C57 1.556, C93 1.530, H153 1.087, H206 1.080
45 C 2.663 -6.082 2.242  C93 1.504, H113 1.105, H220 1.111, H228 1.100
46 C -2.378 0.551 0.272  C75 1.556, H170 1.079, H252 1.091, H265 1.091
47 C -3.286 0.878 -4.414  C59 1.556, H123 1.100, H214 1.124, H249 1.089
48 C 0.969 4.451 8.839  C98 1.543, H108 1.116, H126 1.083, H172 1.107
49 C 6.188 0.222 0.436  C64 1.534, H180 1.077, H261 1.111, H268 1.113
50 C -2.521 7.564 0.253  C61 1.499, H169 1.112, H210 1.111, H248 1.062
51 C 3.273 -3.529 -6.897  C69 1.496, H131 1.073, H132 1.053, H167 1.051
52 C -0.541 7.132 2.499  C78 1.559, H129 1.112, H134 1.115, H192 1.132
53 C -6.625 2.803 -3.886  N15 1.477, C37 1.523, C70 1.504, C95 1.506
54 C 1.575 3.960 6.492  C21 1.563, C98 1.544, H155 1.112, H195 1.092
55 C 1.566 -4.858 -8.179  C69 1.561, H213 1.090, H215 1.067, H237 1.087
56 C 1.533 -1.937 -0.376  C96 1.518, H114 1.085, H178 1.110, H259 1.088
57 C -0.226 -3.971 3.796  C23 1.554, C44 1.556, H105 1.123, H196 1.085
58 C 5.613 -4.539 0.537  C82 1.558, H162 1.113, H177 1.099, H223 1.094
59 C -4.147 2.027 -3.813  N15 1.485, C31 1.534, C47 1.556, C83 1.523
60 C 3.778 4.613 -2.758  C33 1.490, H179 1.118, H229 1.084, H244 1.081
61 C -2.064 6.174 -0.077  N10 1.465, C27 1.503, C43 1.448, C50 1.499
62 C 1.537 1.819 -5.788  C97 1.564, H117 1.126, H149 1.127, H200 1.065
63 C -5.732 -4.924 1.354  C25 1.497, C65 1.616, H145 1.093, H191 1.116
64 C 6.365 -0.813 1.555  N12 1.503, C20 1.535, C49 1.534, C76 1.512
65 C -4.650 -4.689 0.176  N11 1.478, C32 1.511, C63 1.616, C68 1.572
66 C 1.726 -6.377 4.416  C93 1.514, H125 1.102, H236 1.068, H269 1.120
67 C 1.967 -5.229 -3.897  C19 1.495, C41 1.577, H168 1.134, H246 1.117
68 C -3.230 -4.716 0.848  C65 1.572, H101 1.094, H159 1.077, H245 1.074
69 C 2.162 -4.524 -6.776  N18 1.472, C35 1.479, C51 1.496, C55 1.561
70 C -6.597 4.229 -4.366  C53 1.504, H226 1.136, H240 1.044, H262 1.104
71 C -6.750 -3.578 -2.051  C84 1.508, H154 1.089, H197 1.034, H267 1.075
72 C -0.697 2.107 6.387  N17 1.441, C36 1.513, C79 1.471, C85 1.572
73 C 0.882 3.572 -2.481  C30 1.542, C92 1.487, H251 1.048, H256 1.082
74 C 0.303 -0.197 -1.501  C96 1.530, H152 1.108, H185 1.083, H204 1.076
75 C -1.460 -0.238 1.249  N16 1.526, C46 1.556, C87 1.540, C88 1.499
76 C 5.864 -0.369 2.911  C64 1.512, H151 1.095, H218 1.079, H243 1.113
77 C -0.153 -3.808 -3.765  C41 1.550, H102 1.063, H238 1.089, H266 1.143
78 C -0.500 5.702 1.880  N10 1.481, C28 1.543, C34 1.513, C52 1.559
79 C -0.340 0.690 6.560  C72 1.471, H141 1.073, H194 1.066, H209 1.148
80 C 0.480 1.324 1.236  C29 1.502, C88 1.499, H171 1.090, H183 1.059
81 C -6.114 -1.440 -0.985  C84 1.484, H157 1.095, H163 1.101, H239 1.101
82 C 6.237 -3.121 0.367  N12 1.498, C58 1.558, C86 1.555, C91 1.549
83 C -4.234 2.112 -2.295  C26 1.518, C59 1.523, H140 1.113, H146 1.106
84 C -6.240 -2.908 -0.800  N11 1.545, C40 1.543, C71 1.508, C81 1.484
85 C -2.267 2.186 6.429  C72 1.572, H104 1.096, H111 1.072, H224 1.088
86 C 7.767 -3.284 0.593  C82 1.555, C94 1.509, H137 1.097, H216 1.062
87 C -2.378 -0.955 2.256  C75 1.540, H120 1.089, H181 1.132, H230 1.108
88 C -0.664 0.766 2.028  C75 1.499, C80 1.499, H136 1.122, H148 1.104
89 C 2.962 6.078 -4.454  C33 1.470, H130 1.100, H241 1.086, H247 1.105
90 C -2.979 5.122 2.118  C27 1.577, C34 1.551, H208 1.078, H263 1.100
91 C 5.923 -2.797 -1.116  C82 1.549, H118 1.119, H138 1.117, H173 1.130
92 C 0.665 2.611 -3.594  C73 1.487, C97 1.554, H127 1.092, H258 1.059
93 C 1.936 -5.342 3.331  N13 1.514, C44 1.530, C45 1.504, C66 1.514
94 C 8.495 -1.963 0.621  C20 1.578, C86 1.509, H135 1.086, H182 1.086
95 C -6.664 2.733 -2.383  C26 1.541, C53 1.506, H212 1.068, H234 1.097
96 C 0.620 -0.754 -0.112  N16 1.461, C29 1.526, C56 1.518, C74 1.530
97 C 1.976 2.384 -4.397  N14 1.502, C24 1.509, C62 1.564, C92 1.554
98 C 1.102 3.309 7.809  N17 1.437, C38 1.481, C48 1.543, C54 1.544
99 C 2.073 -3.105 4.556  N13 1.468, C23 1.507, C39 1.559, C42 1.588
100 H -4.293 -6.735 -0.146  C32 1.080
101 H -2.413 -4.763 0.122  C68 1.094
102 H -0.638 -4.744 -3.901  C77 1.063
103 H 3.988 -4.935 -4.590  C19 1.111
104 H -2.650 1.890 5.445  C85 1.096
105 H -0.507 -4.532 4.728  C57 1.123
106 H 7.981 -1.694 2.673  C20 1.093
107 H -8.796 2.613 -4.071  C37 1.078
108 H 0.674 4.085 9.851  C48 1.116
109 H 8.455 -0.184 1.926  C20 1.095
110 H 3.077 -1.569 3.394  C42 1.126
111 H -2.676 1.495 7.139  C85 1.072
112 H -1.356 4.995 3.663  C34 1.103
113 H 3.059 -5.483 1.401  C45 1.105
114 H 1.720 -2.502 0.532  C56 1.085
115 H 1.981 2.174 5.372  C21 1.065
116 H -3.608 4.284 -3.768  C31 1.121
117 H 2.371 1.494 -6.472  C62 1.126
118 H 6.182 -3.706 -1.714  C91 1.119
119 H 3.234 1.720 -2.679  C24 1.119
120 H -3.030 -1.635 1.709  C87 1.089
121 H 3.919 -2.488 1.712  O4 0.956
122 H 0.250 -2.137 4.968  C23 1.102
123 H -2.269 0.913 -3.998  C47 1.100
124 H -2.336 3.170 -4.259  C31 1.110
125 H 1.419 -7.316 3.930  C66 1.102
126 H 0.199 5.109 8.458  C48 1.083
127 H 0.389 1.638 -3.182  C92 1.092
128 H -3.593 3.591 -5.348  C31 1.116
129 H -1.555 7.544 2.696  C52 1.112
130 H 2.396 6.302 -5.370  C89 1.100
131 H 2.939 -2.512 -6.953  C51 1.073
132 H 3.838 -3.825 -6.059  C51 1.053
133 H 3.476 -6.597 -4.409  C19 1.084
134 H 0.132 7.854 1.979  C52 1.115
135 H 8.444 -1.513 -0.366  C94 1.086
136 H -0.337 0.323 3.006  C88 1.122
137 H 8.082 -3.935 -0.231  C86 1.097
138 H 6.447 -1.940 -1.605  C91 1.117
139 H 2.482 -0.897 4.923  C42 1.077
140 H -3.302 2.508 -1.832  C83 1.113
141 H -0.628 0.204 5.647  C79 1.073
142 H 1.814 3.470 4.344  C21 1.047
143 H 2.249 0.660 0.188  C29 1.094
144 H -7.814 -4.772 1.782  C25 1.117
145 H -5.500 -5.899 1.793  C63 1.093
146 H -4.533 1.151 -1.836  C83 1.106
147 H 1.823 -2.641 6.651  C39 1.112
148 H -1.364 1.585 2.268  C88 1.104
149 H 1.070 0.832 -5.513  C62 1.127
150 H 3.904 -1.899 4.978  C42 1.090
151 H 6.311 0.580 3.223  C76 1.095
152 H -0.307 -0.891 -2.113  C74 1.108
153 H 0.572 -4.407 1.901  C44 1.087
154 H -7.748 -3.171 -2.204  C71 1.089
155 H 2.632 4.309 6.500  C54 1.112
156 H -4.107 5.612 0.367  C27 1.128
157 H -7.033 -0.865 -1.142  C81 1.095
158 H -5.336 2.940 -0.703  C26 1.107
159 H -3.133 -3.869 1.505  C68 1.077
160 H -8.060 1.155 -4.130  C37 1.072
161 H 2.082 -2.452 -3.124  C22 1.084
162 H 5.530 -4.889 1.590  C58 1.113
163 H -5.410 -1.194 -1.796  C81 1.101
164 H 3.012 2.759 8.537  C38 1.058
165 H 1.790 -0.336 1.512  C29 1.044
166 H -1.573 2.837 8.858  O1 0.967
167 H 3.780 -3.682 -7.804  C51 1.051
168 H 2.238 -5.134 -2.800  C67 1.134
169 H -1.817 8.351 -0.094  C50 1.112
170 H -1.803 1.277 -0.280  C46 1.079
171 H 0.038 1.880 0.409  C80 1.090
172 H 1.910 5.029 8.921  C48 1.107
173 H 4.817 -2.613 -1.254  C91 1.130
174 H 3.558 -6.145 -6.679  C35 1.066
175 H -6.873 -2.557 1.264  C40 1.111
176 H 2.761 -4.228 6.356  C39 1.121
177 H 4.553 -4.515 0.252  C58 1.099
178 H 2.482 -1.763 -0.925  C56 1.110
179 H 3.677 3.683 -2.147  C60 1.118
180 H 6.696 1.112 0.767  C49 1.077
181 H -1.755 -1.567 2.976  C87 1.132
182 H 9.524 -2.163 0.904  C94 1.086
183 H 0.996 2.024 1.840  C80 1.059
184 H 1.951 -6.544 -6.168  C35 1.098
185 H -0.073 0.815 -1.410  C74 1.083
186 H 1.875 -1.875 -4.779  C22 1.110
187 H -1.555 4.969 -1.752  C43 1.094
188 H -0.264 2.014 4.286  C36 1.091
189 H 3.924 1.451 -4.193  C24 1.064
190 H 0.770 5.920 -0.596  O8 0.982
191 H -5.394 -4.186 2.119  C63 1.116
192 H 0.004 7.123 3.491  C52 1.132
193 H 4.591 -3.978 3.813  O2 0.955
194 H -0.803 0.329 7.449  C79 1.066
195 H 0.943 4.844 6.391  C54 1.092
196 H -1.164 -3.690 3.329  C57 1.085
197 H -6.211 -3.392 -2.915  C71 1.034
198 H -5.926 1.223 -6.015  O9 0.972
199 H 0.782 -2.160 3.222  C23 1.106
200 H 0.854 2.487 -6.257  C62 1.065
201 H 1.720 5.712 1.908  C28 1.076
202 H -8.187 -2.952 0.136  C40 1.104
203 H -2.972 6.125 -1.931  C43 1.138
204 H 1.249 -0.174 -2.014  C74 1.076
205 H 1.487 5.674 -2.182  C30 1.111
206 H -0.044 -5.835 2.718  C44 1.080
207 H 3.718 3.641 -6.255  O5 0.934
208 H -3.621 4.290 2.358  C90 1.078
209 H 0.787 0.570 6.741  C79 1.148
210 H -3.520 7.686 -0.218  C50 1.111
211 H 0.002 -3.063 -7.150  O6 0.962
212 H -7.417 3.390 -2.008  C95 1.068
213 H 1.287 -3.995 -8.785  C55 1.090
214 H -3.760 -0.137 -4.316  C47 1.124
215 H 2.278 -5.372 -8.785  C55 1.067
216 H 7.914 -3.787 1.517  C86 1.062
217 H 1.015 -4.092 6.170  C39 1.053
218 H 4.803 -0.188 2.990  C76 1.079
219 H 0.994 4.187 1.355  C28 1.107
220 H 3.566 -6.624 2.592  C45 1.111
221 H -0.581 3.667 4.828  C36 1.108
222 H 2.392 1.579 7.549  C38 1.079
223 H 6.063 -5.346 -0.050  C58 1.094
224 H -2.659 3.174 6.659  C85 1.088
225 H -8.065 2.367 -5.529  C37 1.115
226 H -7.517 4.767 -3.973  C70 1.136
227 H -3.002 4.224 0.151  C27 1.089
228 H 1.971 -6.833 1.833  C45 1.100
229 H 4.756 4.676 -3.224  C60 1.084
230 H -3.017 -0.302 2.883  C87 1.108
231 H 3.218 -2.888 -4.440  C22 1.099
232 H -1.346 6.677 -2.111  C43 1.101
233 H 2.536 0.423 -3.743  C24 1.119
234 H -6.864 1.705 -2.057  C95 1.097
235 H 1.676 1.862 9.191  C38 1.094
236 H 0.970 -6.215 5.153  C66 1.068
237 H 0.684 -5.492 -8.127  C55 1.087
238 H 0.025 -3.608 -2.709  C77 1.089
239 H -5.710 -0.984 -0.069  C81 1.101
240 H -6.570 4.330 -5.405  C70 1.044
241 H 3.995 6.203 -4.768  C89 1.086
242 H -1.441 -2.918 0.300  O7 0.989
243 H 6.208 -1.231 3.526  C76 1.113
244 H 3.790 5.399 -2.016  C60 1.081
245 H -3.214 -5.654 1.372  C68 1.074
246 H 1.323 -6.138 -3.979  C67 1.117
247 H 2.742 6.994 -3.875  C89 1.105
248 H -2.601 7.680 1.306  C50 1.062
249 H -3.171 1.024 -5.486  C47 1.089
250 H -4.975 4.117 -1.928  C26 1.080
251 H 1.715 3.236 -1.941  C73 1.048
252 H -3.170 1.150 0.724  C46 1.091
253 H -7.437 -5.342 0.089  C25 1.108
254 H -3.435 -2.488 -1.172  O3 0.989
255 H -4.099 -5.851 -1.648  C32 1.115
256 H 0.007 3.639 -1.846  C73 1.082
257 H 1.021 4.624 3.008  C28 1.060
258 H -0.110 3.001 -4.201  C92 1.059
259 H 0.970 -2.638 -0.990  C56 1.088
260 H -1.361 3.698 2.375  C34 1.174
261 H 5.114 0.375 0.200  C49 1.111
262 H -5.759 4.799 -3.928  C70 1.104
263 H -3.348 6.052 2.574  C90 1.100
264 H 0.641 5.335 -3.774  C30 1.102
265 H -2.842 -0.006 -0.543  C46 1.091
266 H -0.734 -2.997 -4.323  C77 1.143
267 H -6.922 -4.636 -1.970  C71 1.075
268 H 6.709 -0.092 -0.496  C49 1.113
269 H 2.684 -6.698 4.899  C66 1.120
270 H -5.726 -6.220 -0.935  C32 1.093

## Properties
E_tot, a.u.: -4358.34552
F_max, Eh/bohr: 0.0857
Spin multiplicity: 1

Löwdin atomic charge list, values in e, 5 entries:
1. O -0.03
2. O -0.03
3. O -0.05
4. O -0.05
5. O -0.01